No. 1
ORCA calculation (wB97M-V/def2-TZVPD) on a cluster of 2 separate species, C24H35BF3N2O3 in total at a distorted geometry.

## Properties
**Kohn-Sham gap**: 2.962 eV
**HOMO energy**: -8.73 eV

```
! RIJCOSX wB97M-V def2-TZVPD def2/J DEFGRID3
* xyz 1 1
C 4.686 -1.848 1.240
C 4.777 -3.098 1.757
C 3.625 -3.413 2.654
O 3.791 -3.547 3.836
O 2.425 -3.349 1.995
C 1.552 -4.493 2.176
C 1.109 -5.065 0.846
C 0.543 -4.101 -0.198
C -0.442 -3.032 0.256
C -1.933 -3.329 0.007
C -2.846 -2.833 1.136
B -4.228 -2.153 0.539
C -5.497 -2.343 1.596
C -4.019 -0.539 0.277
O -3.658 -0.225 -1.132
C -3.564 1.045 -1.424
F -3.067 1.180 -2.681
F -4.729 1.721 -1.406
F -2.727 1.754 -0.613
H 5.453 -1.107 1.404
H 3.801 -1.584 0.685
H 5.497 -3.865 1.528
H 0.713 -4.184 2.783
H 2.050 -5.265 2.747
H 0.466 -5.911 1.040
H 2.001 -5.484 0.388
H 1.373 -3.655 -0.739
H 0.024 -4.709 -0.928
H -0.314 -2.726 1.286
H -0.223 -2.154 -0.342
H -2.206 -2.831 -0.915
H -2.071 -4.395 -0.136
H -2.320 -2.159 1.816
H -3.149 -3.706 1.704
H -4.541 -2.701 -0.512
H -5.301 -3.067 2.381
H -6.386 -2.670 1.068
H -5.781 -1.410 2.084
H -4.940 -0.010 0.495
H -3.253 -0.159 0.950
C 1.072 7.470 -4.211
N 1.133 6.350 -3.242
C 0.096 6.153 -2.411
C 0.094 5.107 -1.523
C 1.176 4.230 -1.484
C 2.244 4.470 -2.342
C 2.199 5.537 -3.210
C 1.182 3.058 -0.574
C 1.319 1.771 -1.078
C 1.354 0.698 -0.214
N 1.262 0.885 1.107
C 1.111 2.114 1.620
C 1.066 3.216 0.804
C 1.330 -0.270 2.030
H 0.923 8.396 -3.663
H 0.244 7.290 -4.891
H 2.002 7.515 -4.766
H -0.729 6.847 -2.485
H -0.765 4.969 -0.881
H 3.118 3.835 -2.341
H 3.007 5.753 -3.893
H 1.390 1.587 -2.141
H 1.456 -0.318 -0.563
H 1.034 2.187 2.695
H 0.957 4.193 1.252
H 0.422 -0.276 2.628
H 2.210 -0.156 2.660
H 1.403 -1.189 1.466
*
```

Let us look at the natural (NBO) charges, expressed in e, one per atom:
1 C -0.411
2 C -0.235
3 C 0.770
4 O -0.525
5 O -0.580
6 C -0.067
7 C -0.418
8 C -0.403
9 C -0.390
10 C -0.392
11 C -0.620
12 B 0.045
13 C -0.844
14 C -0.274
15 O -0.521
16 C 1.167
17 F -0.349
18 F -0.338
19 F -0.381
20 H 0.209
21 H 0.186
22 H 0.240
23 H 0.191
24 H 0.198
25 H 0.226
26 H 0.201
27 H 0.181
28 H 0.222
29 H 0.178
30 H 0.161
31 H 0.204
32 H 0.192
33 H 0.154
34 H 0.202
35 H -0.062
36 H 0.191
37 H 0.206
38 H 0.177
39 H 0.179
40 H 0.146
41 C -0.410
42 N -0.241
43 C 0.101
44 C -0.192
45 C 0.052
46 C -0.203
47 C 0.102
48 C 0.002
49 C -0.149
50 C 0.104
51 N -0.229
52 C 0.108
53 C -0.199
54 C -0.429
55 H 0.245
56 H 0.248
57 H 0.240
58 H 0.255
59 H 0.273
60 H 0.261
61 H 0.250
62 H 0.251
63 H 0.265
64 H 0.255
65 H 0.255
66 H 0.254
67 H 0.241
68 H 0.276


No. 2
ORCA calculation (wB97M-V/def2-TZVPD) on a cluster of 2 separate species, C2H6N2O3 in total at a distorted geometry.

## Properties
**Kohn-Sham gap**: 9.717 eV
**HOMO energy**: -8.87 eV
**SMILES**: C=[N+]([O-])O.NC=O
**Energy relative to the best compared isomer or geometry (same formula, charge and spin)**: 126.67 kcal/mol

```
! RIJCOSX wB97M-V def2-TZVPD def2/J DEFGRID3
* xyz 0 1
C 1.585 -1.193 0.086
N 2.256 -0.072 -0.060
O 1.802 1.056 -0.113
O 3.690 -0.109 -0.011
H 0.612 -0.952 0.177
H 2.170 -2.019 0.215
H 4.057 0.662 0.370
N -2.675 1.197 -0.097
C -2.652 -0.164 0.091
O -1.657 -0.894 -0.078
H -3.600 1.503 -0.116
H -2.028 1.662 -0.836
H -3.560 -0.677 0.372
*
```

Let us look at the natural (NBO) charges, expressed in e, one per atom:
1 C -0.264
2 N 0.392
3 O -0.484
4 O -0.586
5 H 0.245
6 H 0.207
7 H 0.486
8 N -0.816
9 C 0.515
10 O -0.619
11 H 0.377
12 H 0.420
13 H 0.126


No. 3
ORCA calculation (wB97M-V/def2-TZVPD) on a structure of composition C32H47N3O2PSSiTa at a distorted geometry.

## Properties
**Kohn-Sham gap**: 6.169 eV
**HOMO energy**: -13.62 eV
**Energy relative to the best compared isomer or geometry (same formula, charge and spin)**: 9.23 kcal/mol

```
! RIJCOSX wB97M-V def2-TZVPD def2/J DEFGRID3
* xyz 2 1
Ta 0.938 -0.741 -0.259
N 5.442 -1.452 -0.968
C 4.437 -2.511 -1.079
C 3.148 -1.874 -0.659
O 2.884 -1.497 0.501
O 2.228 -1.606 -1.563
H 6.231 -1.650 -1.570
H 5.792 -1.388 -0.020
H 4.623 -3.393 -0.459
H 4.331 -2.819 -2.115
C -2.553 -4.510 1.841
Si -2.169 -3.552 3.387
C -3.676 -2.609 3.945
C -1.472 -4.644 4.718
C -0.866 -2.153 3.117
C -0.565 -1.351 4.221
C 0.303 -0.264 4.151
C 0.832 0.071 2.931
N 0.538 -0.661 1.844
C -0.225 -1.776 1.943
S -0.249 -2.701 0.419
H -3.337 -5.229 2.095
H -1.704 -5.078 1.463
H -2.938 -3.874 1.041
H -4.503 -3.299 4.124
H -3.993 -1.897 3.179
H -3.509 -2.058 4.872
H -2.191 -5.427 4.967
H -1.259 -4.096 5.637
H -0.551 -5.133 4.393
H -1.015 -1.589 5.179
H 0.549 0.321 5.026
H 1.483 0.922 2.793
C 3.807 2.145 1.138
C 2.704 2.804 0.310
C 1.556 3.349 1.157
P 2.095 1.620 -0.949
C 3.425 1.366 -2.211
C 2.805 0.871 -3.521
C 4.287 2.604 -2.456
C 0.667 2.335 -1.765
C 0.691 3.569 -2.413
C -0.431 4.062 -3.066
C -0.418 5.399 -3.748
C -1.583 3.274 -3.053
C -1.631 2.053 -2.403
C -0.500 1.575 -1.750
N -0.512 0.318 -1.054
C -1.844 -0.228 -0.786
C -2.567 0.257 0.305
C -2.097 1.422 1.133
C -3.797 -0.332 0.569
C -4.316 -1.348 -0.228
C -5.643 -1.969 0.098
C -3.583 -1.758 -1.341
C -2.346 -1.210 -1.640
C -1.557 -1.680 -2.830
H 4.230 2.868 1.835
H 4.620 1.769 0.515
H 3.423 1.303 1.719
H 3.139 3.631 -0.258
H 1.022 2.553 1.681
H 0.829 3.891 0.554
H 1.949 4.036 1.908
H 4.059 0.576 -1.791
H 2.203 1.652 -3.987
H 2.176 -0.010 -3.390
H 3.603 0.605 -4.215
H 3.711 3.416 -2.900
H 5.073 2.341 -3.165
H 4.776 2.971 -1.554
H 1.598 4.162 -2.405
H 0.597 5.772 -3.876
H -0.973 6.133 -3.161
H -0.889 5.341 -4.728
H -2.472 3.629 -3.561
H -2.547 1.479 -2.403
H -1.016 1.430 1.274
H -2.573 1.417 2.112
H -2.359 2.363 0.643
H -4.377 0.028 1.412
H -6.432 -1.216 0.099
H -5.626 -2.421 1.092
H -5.910 -2.740 -0.622
H -3.987 -2.525 -1.991
H -2.138 -2.381 -3.425
H -0.638 -2.201 -2.533
H -1.265 -0.847 -3.472
*
```

Let us look at the Mulliken charges, expressed in e, one per atom:
1 Ta 1.458
2 N -0.479
3 C -0.948
4 C 0.934
5 O -0.617
6 O -0.529
7 H 0.251
8 H 0.215
9 H 0.389
10 H 0.394
11 C -0.981
12 Si 0.093
13 C -0.837
14 C -1.122
15 C 0.424
16 C -0.199
17 C -1.520
18 C -0.164
19 N -0.199
20 C 0.566
21 S -0.599
22 H 0.400
23 H 0.394
24 H 0.232
25 H 0.391
26 H 0.142
27 H 0.382
28 H 0.355
29 H 0.365
30 H 0.359
31 H 0.419
32 H 0.482
33 H 0.485
34 C -1.491
35 C 0.420
36 C -1.467
37 P 0.245
38 C 1.384
39 C -1.677
40 C -1.437
41 C -0.195
42 C -0.208
43 C 0.369
44 C -1.653
45 C -1.176
46 C -0.366
47 C 0.288
48 N 0.883
49 C -0.451
50 C 1.066
51 C -1.501
52 C -0.608
53 C 0.417
54 C -1.647
55 C -0.901
56 C 0.599
57 C -1.275
58 H 0.520
59 H 0.352
60 H 0.238
61 H 0.724
62 H 0.162
63 H 0.313
64 H 0.505
65 H -0.229
66 H 0.342
67 H 0.289
68 H 0.503
69 H 0.278
70 H 0.487
71 H 0.382
72 H 0.320
73 H 0.377
74 H 0.334
75 H 0.412
76 H 0.477
77 H 0.632
78 H 0.013
79 H 0.510
80 H 0.393
81 H 0.612
82 H 0.404
83 H 0.291
84 H 0.425
85 H 0.417
86 H 0.539
87 H 0.212
88 H 0.216


No. 4
ORCA calculation (wB97M-V/def2-TZVPD) on a structure of composition C33H52BMnN8O at a distorted geometry.

## Properties
**Kohn-Sham gap (alpha / beta)**: 6.217 / 7.590 eV
**⟨S²⟩**: 6.073
**HOMO energy (alpha / beta)**: -14.50 / -14.46 eV

```
! RIJCOSX wB97M-V def2-TZVPD def2/J DEFGRID3
* xyz 2 5
Mn 0.160 -0.068 1.005
C 2.848 1.362 2.033
C 3.650 0.336 1.258
C 3.985 -0.944 2.022
C 2.989 0.042 -0.046
C 3.557 -0.194 -1.281
C 2.519 -0.386 -2.185
C 2.700 -0.656 -3.654
C 2.929 0.649 -4.418
C 1.633 -1.523 -4.313
N 1.358 -0.276 -1.518
N 1.639 -0.042 -0.201
B -0.166 -0.044 -1.905
N -0.944 -1.192 -1.202
N -0.510 -1.607 0.040
C -0.960 -2.873 0.240
C -1.757 -3.212 -0.840
C -1.748 -2.143 -1.714
C -2.566 -2.006 -2.972
C -3.470 -0.776 -2.864
C -1.794 -2.069 -4.285
C -0.604 -3.812 1.355
C -1.666 -3.895 2.454
C 0.816 -3.605 1.851
N -0.553 1.349 -1.372
N -0.554 1.543 0.006
C -0.844 2.863 0.204
C -1.047 3.461 -1.014
C -0.857 2.510 -1.992
C -0.943 2.863 -3.467
C 0.186 3.860 -3.764
C -0.978 1.796 -4.548
C -0.857 3.633 1.497
C 0.344 4.581 1.526
C -0.929 2.798 2.748
H 2.768 2.311 1.507
H 3.246 1.535 3.034
H 1.804 1.054 2.245
H 4.599 0.816 0.999
H 3.112 -1.577 2.179
H 4.427 -0.718 2.991
H 4.693 -1.552 1.462
H 4.606 -0.204 -1.510
H 3.641 -1.217 -3.678
H 2.071 1.312 -4.331
H 3.079 0.434 -5.474
H 3.805 1.184 -4.054
H 0.792 -0.929 -4.663
H 1.247 -2.301 -3.653
H 2.064 -2.015 -5.183
H -0.294 -0.121 -3.062
H -2.271 -4.144 -0.984
H -3.210 -2.892 -2.941
H -2.893 0.141 -2.732
H -4.152 -0.855 -2.018
H -4.066 -0.663 -3.768
H -1.161 -1.201 -4.435
H -2.506 -2.099 -5.107
H -1.174 -2.960 -4.349
H -0.621 -4.788 0.858
H -1.873 -2.938 2.919
H -1.341 -4.585 3.229
H -2.607 -4.268 2.052
H 1.052 -2.555 2.036
H 1.551 -3.954 1.126
H 0.979 -4.140 2.785
H -1.306 4.490 -1.188
H -1.895 3.404 -3.535
H 1.158 3.380 -3.641
H 0.156 4.727 -3.108
H 0.116 4.211 -4.791
H -0.023 1.284 -4.649
H -1.169 2.295 -5.498
H -1.758 1.052 -4.413
H -1.769 4.238 1.464
H 1.275 4.018 1.426
H 0.380 5.128 2.467
H 0.316 5.310 0.719
H -0.004 2.247 2.932
H -1.764 2.107 2.694
H -1.082 3.420 3.629
N -2.902 -0.972 7.397
C -1.651 -0.636 7.033
O -0.762 -0.326 7.787
C -1.348 -0.621 5.546
C -2.254 -0.247 4.568
C -1.828 -0.165 3.259
N -0.569 -0.442 2.882
C 0.297 -0.843 3.840
C -0.048 -0.930 5.167
H -3.113 -1.004 8.383
H -3.568 -1.359 6.752
H -3.277 0.004 4.807
H -2.516 0.111 2.469
H 1.295 -1.099 3.530
H 0.679 -1.214 5.913
*
```

Let us look at the Mulliken charges, expressed in e, one per atom:
1 Mn -0.748
2 C -1.078
3 C 0.000
4 C -1.430
5 C -0.171
6 C -1.322
7 C 0.445
8 C 0.304
9 C -1.470
10 C -1.509
11 N 0.580
12 N 0.952
13 B 1.723
14 N 1.013
15 N 0.039
16 C -0.279
17 C -1.184
18 C 0.236
19 C 0.168
20 C -1.232
21 C -1.193
22 C 0.259
23 C -1.301
24 C -1.172
25 N 1.149
26 N -0.433
27 C -0.432
28 C -1.235
29 C -0.040
30 C 0.573
31 C -1.478
32 C -1.604
33 C 0.630
34 C -1.274
35 C -1.505
36 H 0.247
37 H 0.484
38 H -0.050
39 H 0.612
40 H 0.224
41 H 0.410
42 H 0.434
43 H 0.630
44 H 0.679
45 H 0.186
46 H 0.420
47 H 0.396
48 H 0.169
49 H 0.319
50 H 0.516
51 H -1.018
52 H 0.637
53 H 0.466
54 H 0.178
55 H 0.351
56 H 0.405
57 H -0.052
58 H 0.514
59 H 0.342
60 H 0.546
61 H 0.149
62 H 0.427
63 H 0.418
64 H -0.215
65 H 0.361
66 H 0.455
67 H 0.761
68 H 0.516
69 H 0.308
70 H 0.423
71 H 0.461
72 H 0.144
73 H 0.583
74 H 0.177
75 H 0.460
76 H 0.157
77 H 0.441
78 H 0.429
79 H 0.119
80 H 0.244
81 H 0.589
82 N -0.335
83 C 0.024
84 O -0.554
85 C 0.606
86 C -0.969
87 C -0.980
88 N 1.631
89 C -0.186
90 C -1.015
91 H 0.254
92 H 0.193
93 H 0.519
94 H 0.683
95 H 0.110
96 H 0.586


No. 5
ORCA calculation (wB97M-V/def2-TZVPD) on a structure of composition C39H49GeN6O2S2TeW.

## Properties
**Kohn-Sham gap (alpha / beta)**: 4.771 / 5.921 eV
**⟨S²⟩**: 2.029
**HOMO energy (alpha / beta)**: -2.35 / -3.50 eV
**Energy relative to the best compared isomer or geometry (same formula, charge and spin)**: 0.93 kcal/mol

```
! RIJCOSX wB97M-V def2-TZVPD def2/J DEFGRID3
* xyz -1 3
W 0.129 -0.281 0.529
C 1.065 -0.764 -1.960
C 1.642 -1.695 -1.094
C 0.591 -2.365 -0.402
C -0.646 -1.868 -0.912
C -0.343 -0.847 -1.850
H 1.598 -0.048 -2.565
H 2.695 -1.819 -0.904
H 0.709 -3.168 0.308
H -1.630 -2.234 -0.670
H -1.052 -0.234 -2.383
N -2.176 2.576 1.628
C -1.544 2.268 2.903
C -2.122 3.076 4.074
C -1.451 2.950 5.446
C -1.460 1.565 6.092
N -0.813 0.495 5.343
C 0.475 0.401 5.021
N 1.388 1.230 5.595
N 0.852 -0.543 4.185
C -0.020 2.436 2.759
O 0.551 3.383 3.327
O 0.594 1.573 2.054
H -1.958 3.507 1.297
H -3.179 2.448 1.661
H -1.696 1.195 3.051
H -3.185 2.817 4.157
H -2.079 4.132 3.791
H -1.965 3.616 6.148
H -0.436 3.334 5.343
H -2.491 1.234 6.219
H -1.032 1.614 7.100
H -1.408 -0.221 4.944
H 1.010 2.063 6.016
H 2.174 1.436 4.995
H 0.180 -0.757 3.372
H 1.807 -0.520 3.838
C -0.917 -0.886 1.890
Ge -2.162 -2.234 2.299
C -1.406 -4.044 2.166
C -1.879 -4.982 1.251
C -1.254 -6.214 1.098
C -0.140 -6.527 1.863
C 0.348 -5.602 2.777
C -0.279 -4.373 2.921
C -3.791 -2.115 1.198
C -4.853 -3.009 1.330
C -6.020 -2.846 0.594
C -6.145 -1.772 -0.278
C -5.101 -0.867 -0.411
C -3.933 -1.039 0.323
C -2.908 -2.024 4.133
C -3.803 -0.969 4.344
C -4.360 -0.729 5.593
C -4.017 -1.535 6.672
C -3.130 -2.585 6.484
C -2.592 -2.831 5.225
H -2.736 -4.745 0.631
H -1.630 -6.924 0.371
H 0.355 -7.483 1.739
H 1.227 -5.832 3.366
H 0.134 -3.646 3.614
H -4.775 -3.844 2.019
H -6.833 -3.554 0.704
H -7.056 -1.641 -0.850
H -5.193 -0.026 -1.088
H -3.111 -0.335 0.218
H -4.077 -0.331 3.508
H -5.066 0.083 5.724
H -4.443 -1.348 7.650
H -2.860 -3.221 7.319
H -1.913 -3.667 5.094
C 3.467 4.335 1.501
C 4.109 3.145 2.197
N 3.359 1.913 2.007
C 3.817 0.751 1.557
S 2.959 -0.692 1.786
N 5.010 0.732 0.865
C 5.139 1.560 -0.346
C 4.695 0.795 -1.583
H 4.021 5.245 1.739
H 2.438 4.451 1.844
H 3.439 4.203 0.420
H 4.151 3.346 3.274
H 5.135 2.984 1.869
H 2.350 1.920 2.220
H 5.260 -0.229 0.682
H 6.176 1.895 -0.438
H 4.511 2.440 -0.234
H 5.299 -0.106 -1.727
H 4.790 1.416 -2.476
H 3.647 0.509 -1.483
Te 0.875 2.447 -0.681
C 0.696 2.417 -2.785
C -0.423 2.331 -3.568
C -0.155 2.331 -4.967
C 1.175 2.415 -5.246
S 2.090 2.495 -3.796
H -1.416 2.281 -3.142
H -0.919 2.270 -5.730
H 1.644 2.439 -6.217
*
```

These are the Mulliken partial charges, in e, on atoms 1 to 99:
1 W -0.166
2 C -0.362
3 C -0.827
4 C -0.633
5 C -0.667
6 C -0.921
7 H 0.585
8 H 0.542
9 H 0.492
10 H 0.922
11 H 0.419
12 N -0.377
13 C 2.146
14 C -1.428
15 C -0.485
16 C -0.987
17 N 0.358
18 C 0.421
19 N -0.576
20 N 0.179
21 C -0.589
22 O -0.836
23 O 1.403
24 H 0.282
25 H 0.289
26 H -1.262
27 H 0.352
28 H 0.278
29 H 0.485
30 H 0.226
31 H 0.292
32 H 0.272
33 H 0.014
34 H 0.285
35 H 0.277
36 H -1.199
37 H 0.136
38 C 0.249
39 Ge 2.080
40 C -0.151
41 C -0.263
42 C -0.747
43 C -0.512
44 C -0.808
45 C -0.089
46 C -0.150
47 C -0.104
48 C -0.745
49 C -0.521
50 C -0.828
51 C -0.100
52 C -1.147
53 C 0.123
54 C -0.770
55 C -0.419
56 C -0.737
57 C 0.387
58 H 0.337
59 H 0.388
60 H 0.362
61 H 0.401
62 H 0.336
63 H 0.416
64 H 0.393
65 H 0.354
66 H 0.439
67 H 0.365
68 H 0.275
69 H 0.399
70 H 0.376
71 H 0.410
72 H 0.334
73 C -0.839
74 C -0.654
75 N 0.547
76 C 0.310
77 S -0.471
78 N -0.269
79 C 0.035
80 C -0.935
81 H 0.397
82 H 0.137
83 H 0.149
84 H 0.376
85 H 0.475
86 H -0.584
87 H 0.399
88 H 0.315
89 H -0.122
90 H 0.411
91 H 0.328
92 H -0.047
93 Te -0.186
94 C 0.007
95 C -0.362
96 C -0.596
97 C -0.543
98 S -0.204
99 H 0.520